[1]
Density functional theory data (ωB97M-V/def2-TZVPD) for a molecular structure, C16H26Cl2CsN6OS4.

Its total energy is -3562.41960 hartree. The calculation puts the energy above the lowest of the compared OMol25 structures with the same formula, charge and spin at 5.44 kcal/mol. The strongest force on any atom is 0.5 eV Å⁻¹. The orbital gap comes out at 4.3 eV. The value obtained for the molar mass is 650.5 u.

Geometry as ORCA input:
```
! wB97M-V def2-TZVPD RIJCOSX def2/J DEFGRID3
* xyz -1 1
Cs 0.28 -2.01 1.54
O 3.71 -8.43 -0.49
C 3.28 -7.40 -0.01
S 1.95 -7.31 1.14
C 1.88 -5.55 1.34
C 2.79 -4.84 0.63
S 3.11 -3.12 0.53
S 3.89 -5.79 -0.37
S 0.60 -5.07 2.45
Cl 2.05 -1.51 4.72
C 0.80 -2.72 5.02
Cl -0.84 -2.01 4.99
H 0.95 -3.14 6.01
H 0.86 -3.49 4.24
C 0.76 4.49 0.35
N 1.04 3.37 -0.53
C 2.18 3.60 -1.41
C 2.65 2.20 -1.72
N 2.34 1.52 -0.48
C 2.46 0.07 -0.43
C 1.19 2.09 0.04
N 0.42 1.46 0.83
C -0.86 2.03 1.18
C -1.87 0.92 1.48
N -2.02 -0.02 0.39
C -2.45 0.30 -0.76
N -2.45 -0.62 -1.80
C -1.59 -1.77 -1.71
C -2.51 0.11 -3.05
C -3.35 1.31 -2.65
N -2.93 1.52 -1.27
C -3.83 2.35 -0.49
H 0.69 5.40 -0.25
H 1.56 4.64 1.09
H -0.18 4.36 0.88
H 2.97 4.15 -0.87
H 1.89 4.17 -2.29
H 3.71 2.14 -1.96
H 2.08 1.77 -2.57
H 3.35 -0.26 -0.95
H 1.58 -0.41 -0.89
H 2.56 -0.26 0.60
H -1.24 2.65 0.36
H -0.80 2.67 2.07
H -2.82 1.36 1.80
H -1.50 0.36 2.35
H -1.86 -2.35 -0.83
H -0.53 -1.50 -1.64
H -1.74 -2.40 -2.59
H -2.97 -0.49 -3.84
H -1.51 0.43 -3.39
H -4.42 1.06 -2.70
H -3.16 2.19 -3.25
H -4.16 3.17 -1.12
H -3.33 2.79 0.37
H -4.71 1.80 -0.14
*
```

=====

[2]
Density functional theory data (ωB97M-V/def2-TZVPD) for 5 unconnected molecules or ions with the total composition C16H26Cl4O9.

The structure (SMILES) is C[C@H]1COC(=O)O1.C[C@H]1COC(=O)O1.C[C@H]1COC(=O)O1.ClCCCl.ClCCCl. Its total energy is -3143.25057 hartree. The calculation puts the energy above the lowest of the compared OMol25 structures with the same formula, charge and spin at 1.54 kcal/mol. The strongest force on any atom is 1.6 eV Å⁻¹. The orbital gap comes out at 10.6 eV. The value obtained for the molar mass is 504.2 u.

Geometry as ORCA input:
```
! wB97M-V def2-TZVPD RIJCOSX def2/J DEFGRID3
* xyz 0 1
C 0.82 4.88 1.76
C 2.33 5.10 1.71
C 2.80 6.18 2.70
O 3.20 5.43 3.83
C 3.36 4.11 3.50
O 3.86 3.31 4.22
O 2.95 3.91 2.24
H 0.24 5.75 1.48
H 0.51 4.58 2.76
H 0.54 4.05 1.11
H 2.71 5.20 0.70
H 2.01 6.88 2.96
H 3.67 6.73 2.32
C 0.89 -2.34 -4.68
C 1.29 -1.40 -3.55
C 1.51 -2.08 -2.18
O 2.79 -1.62 -1.77
C 3.38 -0.93 -2.77
O 4.45 -0.41 -2.72
O 2.59 -0.89 -3.84
H -0.12 -2.74 -4.57
H 1.55 -3.21 -4.67
H 0.99 -1.84 -5.64
H 0.63 -0.54 -3.44
H 1.48 -3.16 -2.31
H 0.66 -1.81 -1.55
C -2.37 -4.35 -2.29
C -2.55 -3.25 -1.28
C -3.61 -3.53 -0.22
O -2.95 -3.20 0.99
C -1.63 -3.07 0.82
O -0.82 -2.93 1.67
O -1.33 -3.17 -0.50
H -1.58 -4.09 -3.00
H -3.23 -4.53 -2.94
H -2.10 -5.30 -1.83
H -2.65 -2.28 -1.76
H -3.94 -4.56 -0.25
H -4.48 -2.88 -0.32
Cl -5.57 0.12 1.95
C -3.99 -0.44 2.57
C -2.86 0.22 1.83
Cl -2.67 1.98 2.05
H -3.93 -1.53 2.56
H -3.95 -0.20 3.63
H -3.01 0.00 0.77
H -1.90 -0.26 2.03
Cl -0.40 0.78 -0.63
C 0.58 0.19 0.76
C 1.97 0.77 0.72
Cl 2.86 0.50 2.22
H 0.56 -0.90 0.75
H 0.04 0.55 1.63
H 1.89 1.85 0.60
H 2.53 0.37 -0.12
*
```

=====

[3]
Density functional theory data (ωB97M-V/def2-TZVPD) for a gas-phase ion, C16H26ClN3O4P (charge +1).

The structure (SMILES) is CCOCNC1=[N+](C[C@@H](C)OCc2ccccc2)CO[C@@H](P(O)Cl)N1. Its total energy is -1891.74223 hartree. The strongest force on any atom is 2.8 eV Å⁻¹. The orbital gap comes out at 8.4 eV. The value obtained for the molar mass is 390.8 u.

Geometry as ORCA input:
```
! wB97M-V def2-TZVPD RIJCOSX def2/J DEFGRID3
* xyz 1 1
C -1.59 5.67 0.90
C -2.50 4.37 0.87
O -1.90 3.26 0.18
C -1.25 2.39 1.10
N -0.90 1.11 0.46
C 0.16 0.94 -0.30
N 0.41 -0.37 -0.81
C -0.39 -0.66 -2.03
C -0.26 -2.17 -2.53
C 0.75 -2.15 -3.78
O 0.32 -3.03 -1.57
C -0.64 -3.84 -0.88
C -0.60 -3.39 0.63
C -1.84 -3.05 1.30
C -1.77 -2.59 2.69
C -0.49 -2.47 3.36
C 0.75 -2.85 2.70
C 0.71 -3.31 1.31
C 1.86 -0.42 -1.05
O 2.19 0.51 -2.09
C 1.96 1.83 -1.69
P 1.37 2.77 -3.26
O -0.32 2.65 -3.30
Cl 1.92 4.80 -3.04
N 1.04 2.01 -0.52
H -0.88 5.74 0.04
H -2.27 6.56 0.89
H -1.07 5.72 1.90
H -3.47 4.67 0.39
H -2.74 4.13 1.94
H -0.28 2.88 1.41
H -1.81 2.21 2.05
H -1.52 0.32 0.66
H -1.48 -0.51 -1.79
H -0.20 0.05 -2.89
H -1.23 -2.53 -2.96
H 0.51 -1.28 -4.44
H 0.68 -3.14 -4.29
H 1.79 -2.02 -3.36
H -0.39 -4.93 -0.99
H -1.70 -3.67 -1.22
H -2.80 -3.15 0.75
H -2.71 -2.32 3.23
H -0.48 -2.09 4.41
H 1.71 -2.74 3.26
H 1.67 -3.58 0.81
H 2.25 -1.42 -1.34
H 2.36 -0.13 -0.09
H 2.94 2.34 -1.42
H -0.49 2.40 -4.23
H 0.53 2.88 -0.71
*
```

=====

[4]
Density functional theory data (ωB97M-V/def2-TZVPD) for a molecular structure, C16H26CoO3SbSe2Te2.

Its total energy is -7813.06059 hartree. The calculation puts the energy above the lowest of the compared OMol25 structures with the same formula, charge and spin at 5.37 kcal/mol. The strongest force on any atom is 0.7 eV Å⁻¹. The orbital gap (alpha / beta) comes out at 6.6 / 6.5 eV. The value obtained for the molar mass is 860.2 u.

Geometry as ORCA input:
```
! wB97M-V def2-TZVPD RIJCOSX def2/J DEFGRID3
* xyz -1 4
Co -0.54 0.70 -0.94
Se 0.00 -0.83 -2.77
Te -2.18 0.31 -3.30
Te -3.73 -0.58 -1.26
Se -2.36 0.31 0.66
O 3.17 3.00 1.25
C 2.49 4.12 0.89
C 2.98 5.38 1.25
C 2.31 6.53 0.88
C 1.15 6.45 0.12
C 0.68 5.20 -0.24
C 1.32 4.02 0.14
C 0.69 2.73 -0.28
O -0.22 2.77 -1.15
O 1.04 1.64 0.25
H 3.94 3.26 1.76
H 3.89 5.44 1.84
H 2.71 7.49 1.17
H 0.63 7.34 -0.18
H -0.22 5.09 -0.83
C 2.99 -4.25 0.45
C 2.62 -3.53 1.74
C 2.43 -4.54 2.85
Sb 1.09 -2.03 1.29
C -0.80 -3.08 1.57
C -1.33 -3.50 0.20
C -0.90 -4.24 2.54
C 1.09 -0.90 3.14
C 1.04 -1.65 4.45
C 2.27 0.07 3.12
H 3.86 -4.90 0.60
H 3.22 -3.56 -0.36
H 2.17 -4.89 0.12
H 3.47 -2.89 2.02
H 1.71 -5.31 2.57
H 2.08 -4.10 3.79
H 3.37 -5.06 3.06
H -1.43 -2.26 1.92
H -0.71 -4.29 -0.24
H -1.35 -2.66 -0.51
H -2.35 -3.89 0.28
H -0.42 -5.13 2.14
H -1.95 -4.50 2.70
H -0.46 -4.04 3.52
H 0.17 -0.32 3.03
H 1.96 -2.21 4.63
H 0.21 -2.36 4.50
H 0.92 -0.95 5.29
H 3.22 -0.47 3.16
H 2.24 0.72 4.00
H 2.26 0.71 2.24
*
```

=====

[5]
Density functional theory data (ωB97M-V/def2-TZVPD) for a molecular structure, C16H26CoO3SbSe2Te2.

Its total energy is -7813.04439 hartree. The calculation puts the energy above the lowest of the compared OMol25 structures with the same formula, charge and spin at 15.54 kcal/mol. The strongest force on any atom is 1.5 eV Å⁻¹. The orbital gap (alpha / beta) comes out at 6.5 / 6.5 eV. The value obtained for the molar mass is 860.2 u.

Geometry as ORCA input:
```
! wB97M-V def2-TZVPD RIJCOSX def2/J DEFGRID3
* xyz -1 4
Co 0.96 -2.66 -0.41
Se -0.80 -3.52 -1.67
Te 1.29 -4.93 -1.77
Te 3.04 -3.12 -2.86
Se 2.86 -1.38 -1.04
O -0.40 -0.65 3.77
C 0.39 -1.60 4.32
C 0.55 -1.67 5.70
C 1.33 -2.66 6.27
C 1.96 -3.59 5.47
C 1.81 -3.52 4.10
C 1.03 -2.54 3.50
C 0.92 -2.52 2.02
O 1.42 -3.52 1.40
O 0.39 -1.59 1.39
H -0.74 -0.06 4.46
H 0.06 -0.94 6.33
H 1.43 -2.70 7.35
H 2.56 -4.37 5.91
H 2.30 -4.24 3.45
C -3.46 0.90 -2.60
C -2.52 1.77 -1.78
C -2.33 3.11 -2.45
Sb -0.73 0.48 -1.26
C 0.58 0.64 -3.09
C 0.21 -0.49 -4.04
C 0.60 1.97 -3.83
C 0.39 1.81 0.13
C 0.55 3.27 -0.24
C -0.28 1.69 1.49
H -4.43 1.39 -2.73
H -3.63 -0.06 -2.12
H -3.05 0.72 -3.59
H -2.97 1.93 -0.80
H -2.03 2.99 -3.49
H -1.59 3.72 -1.94
H -3.28 3.66 -2.45
H 1.57 0.45 -2.68
H -0.78 -0.34 -4.46
H 0.21 -1.45 -3.52
H 0.93 -0.55 -4.86
H -0.32 2.12 -4.38
H 1.42 1.96 -4.55
H 0.75 2.81 -3.16
H 1.38 1.34 0.18
H -0.41 3.78 -0.21
H 0.99 3.40 -1.22
H 1.21 3.76 0.49
H -1.29 2.09 1.46
H 0.28 2.25 2.25
H -0.32 0.65 1.80
*
```

=====

[6]
Density functional theory data (ωB97M-V/def2-TZVPD) for a molecular structure, C16H26F2IrN3OS.

Its total energy is -1566.85136 hartree. The strongest force on any atom is 6.7 eV Å⁻¹. The orbital gap (alpha / beta) comes out at 4.0 / 4.5 eV. The value obtained for the molar mass is 538.7 u.

Geometry as ORCA input:
```
! wB97M-V def2-TZVPD RIJCOSX def2/J DEFGRID3
* xyz -1 2
Ir -0.18 -1.30 0.92
N -2.03 -3.57 3.70
C -1.54 -2.59 2.90
O -0.92 -2.93 1.77
C -1.72 -1.12 3.27
C -0.39 -0.34 2.79
H -1.89 -4.56 3.44
H -2.54 -3.35 4.57
H -1.99 -0.95 4.33
H -2.52 -0.72 2.62
H 0.40 -0.78 3.49
H -0.51 0.66 2.83
C 3.00 0.59 -0.50
C 1.76 1.41 -0.09
C 2.04 2.06 1.28
C 0.62 0.47 0.05
C 1.36 2.51 -1.09
C 0.15 3.21 -0.91
C -0.27 4.19 -1.82
C 0.52 4.50 -2.92
C 1.72 3.84 -3.11
C 2.14 2.85 -2.21
H 3.21 -0.20 0.23
H 3.89 1.22 -0.56
H 2.86 0.10 -1.47
H 2.34 1.31 2.02
H 1.16 2.57 1.69
H 2.85 2.80 1.21
H -0.46 0.22 0.04
H -0.50 2.99 -0.07
H -1.22 4.71 -1.66
H 0.20 5.26 -3.62
H 2.34 4.08 -3.97
H 3.09 2.35 -2.41
C -1.91 -1.90 -3.45
N -2.03 -1.14 -2.23
C -2.43 -1.59 -1.02
N -2.81 -2.88 -0.92
S -2.41 -0.60 0.31
H -1.49 -1.26 -4.22
H -2.90 -2.25 -3.75
H -1.25 -2.76 -3.28
H -1.72 -0.18 -2.24
H -3.06 -3.42 -1.73
H -3.17 -3.19 -0.02
F 1.91 -3.28 1.27
C 1.78 -1.92 1.46
F 2.01 -1.62 2.79
H 2.52 -1.38 0.83
H -0.02 -2.12 -0.59
*
```